Below is 8 unconnected molecules or ions with the total composition C7H24O7 at a distorted geometry, with properties calculated with ωB97M-V/def2-TZVPD.

The geometry in XYZ format:
```
38
Properties=species:S:1:pos:R:3:lowdin_spin:R:1
H -0.0486 1.6397 0.0267 0.014
H 1.7514 -2.2092 -0.8712 0.004
O 0.4663 2.0221 0.7806 0.071
H 0.5837 -0.4367 2.5014 0.004
H 2.0613 2.0587 -2.7390 0.015
O -1.3432 3.8749 -0.4924 0.280
C 1.6529 -2.8421 2.9112 0.002
H 3.7661 0.4628 -2.6776 0.006
O -0.6898 1.4595 -5.1203 0.032
H -0.3540 1.1416 -4.2732 0.006
H -1.0236 4.5195 0.1606 0.080
H 4.2449 -0.9542 -2.4280 0.003
H 1.0897 -3.4459 -1.4478 0.003
C 0.2701 -2.5341 2.3641 0.002
O 1.5026 1.3955 -3.1625 0.032
H -0.1304 1.8363 -2.0871 0.019
H -3.7804 0.6141 3.8107 0.003
H -1.5686 1.0656 -5.1523 0.008
O 4.0551 -0.1270 -1.9723 0.019
H -0.2728 2.4649 1.2211 0.027
C -0.0717 -1.2592 2.2285 0.007
H 1.4896 -3.0315 3.9732 0.000
H 1.9858 -3.8170 2.5400 0.000
H -0.6410 -0.8345 -0.2445 0.008
O -0.5770 1.1679 -1.5516 0.073
H -2.3944 -0.3598 -0.1447 0.016
C -1.4022 -0.8053 1.7033 0.006
C -2.9861 0.4627 3.0893 0.040
O 1.8660 -2.8868 -1.5493 0.013
H -2.1369 4.2816 -0.8834 0.087
H 2.4479 -2.1705 2.6270 0.001
H -2.5614 1.4143 2.7845 0.029
H -1.4296 1.5599 -1.2994 0.041
H -0.4016 -3.3313 2.0758 0.000
H 1.6853 0.5505 -2.7323 0.011
C -1.5011 -0.6675 0.3862 0.033
C -2.5592 -0.7001 2.6143 0.003
H -3.0451 -1.5795 3.0306 0.001
```

F_max: 2.23 eV Å⁻¹
HOMO-LUMO gap (spin up / spin down): 2.1914 / 9.3397 eV
Total charge: -1
Spin multiplicity: 2
ΔE to the lowest compared entry with this formula, charge and spin: 0.0000 eV



Below is a molecular structure, C31H64Ca3NO17P2 at a distorted geometry, with properties calculated with ωB97M-V/def2-TZVPD.

The geometry in XYZ format:
```
118
Properties=species:S:1:pos:R:3:lowdin_spin:R:1
H 3.0210 0.0012 -4.4264 0.000
O -0.0725 0.4729 1.1333 0.002
H 0.2923 -4.1436 4.2534 0.000
H 4.2185 -1.4678 -1.9961 0.000
C -5.0059 -1.8580 1.2944 0.000
C 0.0898 4.8799 -2.7163 0.000
O -1.2405 4.5632 -2.2993 0.000
O -1.0843 -4.7827 -2.2623 0.000
H -1.6271 -4.1851 2.4400 0.000
C -2.0318 5.6384 -2.6476 0.000
H 2.5646 2.8148 6.8930 0.000
H -3.0092 -0.0680 2.3035 0.000
H 3.0416 -1.3615 0.9177 0.000
C -0.3676 -2.2488 4.9901 0.000
C -3.6189 3.5740 0.3275 0.000
H 0.6017 0.9333 4.5743 0.000
H 0.7153 -4.5279 1.4340 0.000
H -0.2697 3.1294 4.1670 0.000
H -0.8186 -0.5092 3.7439 0.000
C 2.4641 -3.0664 -3.0869 0.000
H 2.6494 0.6037 5.4181 0.000
O -0.8242 0.1139 -1.0311 0.018
C -1.4790 -3.4457 3.2271 0.000
H -1.1191 -1.9702 5.7288 0.000
C 0.5915 -2.8895 -5.6114 -0.001
H 0.6277 6.7043 -3.4445 0.000
C 1.6782 -4.0884 1.6943 0.000
P 0.4682 0.6540 -0.2737 0.000
H 1.8743 -4.2829 2.7487 0.000
H 3.8317 -4.1253 -4.3550 0.000
H -2.8325 0.5935 0.6591 0.000
H -4.7892 -0.2483 -0.1789 0.000
H 0.8315 4.3096 -2.1571 0.000
H -4.0705 3.9091 -0.6062 0.000
H 0.2756 4.7366 -3.7808 0.000
H -1.4467 7.6528 -3.1358 0.000
C 2.7545 -4.5470 0.8016 0.000
H -3.7980 4.4290 2.3804 0.000
H -4.3153 2.7837 0.6078 0.000
H 0.5663 -3.9071 -5.2216 0.000
H -1.4541 7.3075 -1.3819 0.000
O -2.6857 -1.4677 0.7405 0.000
O -1.0727 -3.7613 -0.3096 0.000
H 0.3994 -2.9544 -6.6824 0.000
C -3.4309 4.6706 1.3829 0.000
H 0.7116 -1.3289 3.3458 0.000
C 3.3881 -0.8617 -3.8707 0.000
O -0.6986 -2.5908 -2.0978 0.000
H -1.2005 -4.2791 5.1892 0.000
H -3.9912 -2.5899 -0.3978 0.000
H 1.3412 3.5455 3.4124 0.000
H -2.5251 -3.2307 3.4453 0.000
H 3.1245 -5.5430 1.0449 0.000
H -2.3494 5.4953 -3.6804 0.000
C 0.2072 6.4023 -2.4852 0.000
H -3.4746 -3.5265 0.8875 0.000
O 1.5716 -2.6742 1.4415 0.000
H -1.3310 5.2794 2.0949 0.000
C -0.9293 -3.6612 -1.5448 0.000
H 1.0628 2.0072 6.7102 0.000
N 2.2228 -1.8507 -3.8729 0.000
Ca -0.4869 -1.6093 0.4152 0.000
O -1.4523 0.6313 -5.8715 0.522
H 0.8586 6.8132 -1.7139 0.000
O 1.1759 -0.6002 -0.7823 0.000
C 3.9044 -0.5308 -2.4558 0.000
C 1.3455 1.5914 4.1251 0.000
Ca -1.3356 2.1081 -2.0578 0.010
C 1.9899 -2.1980 -5.2646 0.000
Ca 0.4719 -0.5869 -2.8453 -0.005
H 4.5000 -3.0418 -3.1959 0.000
O 0.7734 0.8884 -4.3376 0.018
C -0.6589 -3.6595 4.4745 0.000
H 3.1265 -0.1457 -1.7965 0.000
H -4.9317 -1.9640 2.3767 0.000
P -0.7248 1.2184 -4.6729 -0.012
H -2.9507 5.8763 -2.1118 0.000
C 3.7935 -3.3970 0.7755 0.000
C 3.7504 -3.8249 -3.3104 0.000
H 2.2916 -4.5056 -0.1844 0.000
H -0.3640 3.3769 0.7327 0.000
O -1.4118 2.5199 -4.2059 0.075
H 4.7688 0.1228 -2.5731 0.000
O -1.3982 0.4298 -3.5370 0.374
H 3.4116 -2.1038 2.4826 0.000
C 2.9709 -2.2794 1.5013 0.000
H 4.7766 -3.6137 1.1934 0.000
C -1.8862 4.8846 1.2441 0.000
H 3.9734 -3.0345 -0.2365 0.000
H 1.4757 1.1527 3.1359 0.000
H 3.3370 2.1175 4.6943 0.000
C -1.4140 3.4801 1.0064 0.000
O 0.5858 1.9043 -1.0601 0.000
H 1.6602 -3.8025 -3.0911 0.000
O 1.1756 3.5772 5.4344 0.000
H -1.6241 5.3818 0.3102 0.000
H 0.5868 -2.3118 5.5127 0.000
O -2.3661 2.9595 0.0508 0.000
H -1.0361 -5.3528 -1.4914 0.000
H 2.8403 -2.7058 -5.7196 0.000
C 0.8121 2.9984 4.1927 0.000
C 2.4454 1.6170 5.0722 0.000
H -0.2567 -2.3120 -5.2439 -0.001
C -3.1934 -0.2518 1.2450 0.000
C 1.8360 2.5197 6.1379 0.000
C -3.7610 -2.4989 0.6637 0.000
H -5.3994 0.1420 1.4481 0.000
C -4.6545 -0.4237 0.8884 0.000
H 1.8672 -1.3024 -5.8737 0.000
C -1.2560 6.8984 -2.3726 0.000
H 2.4299 -2.8750 -2.0144 0.000
H -5.9245 -2.2556 0.8628 0.000
O -0.9638 -2.3329 2.6504 0.000
H 4.1978 -1.1663 -4.5338 0.000
H -4.0119 5.5572 1.1288 0.000
H -1.5641 2.8150 1.8567 0.000
C -0.3306 -1.4770 3.6285 0.000
H 4.0013 -4.5799 -2.5653 0.000
```

F_max: 5.72 eV Å⁻¹
HOMO-LUMO gap (spin up / spin down): 8.4323 / 6.1742 eV
Total charge: 0
Spin multiplicity: 2



Below is a molecular structure, C43H36F3FeN3P2S2 at a distorted geometry, with properties calculated with ωB97M-V/def2-TZVPD.

The geometry in XYZ format:
```
90
Properties=species:S:1:pos:R:3:lowdin_spin:R:1
S 2.5339 2.0729 1.5044 0.210
C -2.4161 -0.4066 4.0182 0.005
H 4.6618 3.5781 0.2819 0.002
H 2.1223 -2.9145 -0.4273 0.003
H -3.3391 -0.5414 5.9463 0.000
C -2.3935 -0.3389 5.4246 0.001
H 0.4378 -2.1077 2.6986 0.000
H 0.8199 0.5422 6.0489 0.000
C -2.9105 -1.6587 0.2153 0.005
C -1.2502 -0.0531 6.1825 0.001
N 1.7198 2.5822 -0.9741 0.083
C -4.7888 0.2814 0.8525 0.000
H 2.2025 -2.1268 -2.9586 0.000
C -1.1988 -0.0380 3.3651 0.012
H -0.6894 -5.7587 -2.5339 0.000
C 3.7384 0.1027 -2.1366 0.004
P 1.4259 -0.4847 -0.5882 0.083
C -1.3943 3.0328 -1.6901 0.011
C -2.1974 4.6250 0.4144 0.003
H 2.2952 -1.9328 1.0155 0.000
C -0.7113 -6.3257 0.7757 0.000
C 3.9591 3.9614 -1.7296 0.005
H 3.1059 0.2993 -3.0107 0.000
C 2.9467 3.6689 -2.6738 0.007
H -2.3472 4.4384 -2.9551 0.000
H -0.8337 -7.1413 1.4955 0.000
H -4.5335 -2.8055 -0.4807 0.000
C -0.0949 0.3072 5.5222 0.000
C -0.1256 0.3794 4.1519 0.001
H -3.2838 -0.7193 3.4613 0.000
C -2.5550 4.9892 -0.8737 0.007
H -0.9245 -1.1043 -5.7008 0.000
C 3.1816 -0.2232 -0.8998 0.005
C 1.5880 -2.1791 0.2434 0.013
H -3.1061 1.4355 1.6075 0.001
C -0.4864 -5.5679 -1.4940 0.000
H -1.2221 -2.6017 2.1833 0.003
H -2.1954 -2.4108 -0.1520 0.000
C 5.3828 -0.5476 0.0179 0.000
H -1.0171 -7.6034 -0.9838 0.000
H 1.0819 2.5595 -2.8942 0.001
C -2.1181 4.1691 -1.9497 0.003
P -0.8572 -0.2833 1.6196 0.101
N 0.3506 -2.7655 0.7285 0.000
C -0.0476 -4.0161 0.3272 0.000
H 0.1032 -3.5619 -1.7974 0.000
H -5.5857 1.0381 0.9745 0.000
C 4.0197 -0.4637 0.2064 0.006
C -0.0776 -4.3266 -1.0520 0.000
H -0.4632 -4.8082 2.3125 0.000
C -0.7632 -6.5926 -0.5830 0.000
C -0.9608 -0.0588 -3.7846 0.000
H -1.7540 0.6254 -4.0335 0.000
C 1.2860 -1.5734 -3.1607 0.003
C 5.9072 -0.4569 -1.2631 0.004
F -3.2898 4.5814 2.5334 0.003
H 4.7858 4.6018 -2.0338 0.000
C 0.6406 -1.7888 -4.3549 0.001
C -2.4969 -0.5026 0.9144 0.008
H -0.8215 0.6648 -1.7733 0.002
C -3.4506 0.5193 1.1430 0.006
N -1.0162 2.6798 -0.4418 0.060
H 3.6187 -0.6086 1.1896 0.001
C -5.2044 -0.8976 0.2962 0.006
C 3.9063 3.3982 -0.4783 0.009
Fe 0.5627 1.6629 0.4423 3.999
C -0.2922 -2.1026 1.8478 0.015
H -0.9934 2.3846 -2.4615 0.000
H 6.9547 -0.6457 -1.4969 0.000
C -0.4365 -5.0192 1.2203 0.001
C -0.3794 0.0584 -2.5409 0.003
H -6.2609 -1.0396 0.1362 0.000
H -1.3247 -0.1469 7.2607 0.000
H 0.9240 -2.6010 -5.0792 0.000
C 1.8369 2.9477 -2.2240 0.013
C -4.2393 -1.8426 -0.0555 0.000
C 5.1004 -0.0054 -2.3197 0.000
F -3.5566 6.3941 1.2702 0.000
H 0.7765 0.7655 3.6647 0.000
C -0.4801 -1.0075 -4.6863 0.000
H 6.0509 -0.7027 0.8641 0.000
H 5.5593 0.3163 -3.2697 0.000
F -1.5701 5.9471 2.2955 0.005
H 3.0332 3.9774 -3.6980 0.001
C 0.7277 -0.6888 -2.1907 0.013
S -0.4947 3.0131 2.0789 0.198
C 2.7413 2.7544 -0.0840 0.036
H -3.1902 5.8542 -1.0638 0.000
C -1.3114 3.4970 0.6435 0.033
C -2.6383 5.3913 1.6369 0.003
```

F_max: 2.41 eV Å⁻¹
HOMO-LUMO gap (spin up / spin down): 7.6976 / 6.4197 eV
Total charge: +1
Spin multiplicity: 6
ΔE to the lowest compared entry with this formula, charge and spin: 0.5302 eV



- Which formula does entry 2 have?
  C31H64Ca3NO17P2



- Which of these has the lowest total charge?
  C7H24O7